Entry 1:
This record from OMol25 describes one molecule with the formula C18H19N5O3 in a non-equilibrium geometry. The level of theory is ωB97M-V/def2-TZVPD.

Calculated values
- Energy relative to the best compared isomer or geometry (same formula, charge and spin): 2.827 eV
- DFT total energy: -1196.781497 Eh
- Multiplicity: 1
- HOMO-LUMO gap: 8.813 eV
- E_LUMO: 0.36 eV
- SMILES: CCOc1ccc(C(=O)Nc2cccc(-n3cnnn3)c2)cc1OCC
- Highest occupied orbital energy: -0.3106 Eh

```
45
Properties=species:S:1:pos:R:3:forces:R:3:lowdin_charge:R:1
C 0.976 -3.022 -6.139 0.0 0.2 0.5 -0.06
C 1.037 -3.028 -4.619 0.2 -0.6 -0.4 -0.24
O 0.556 -1.766 -4.182 -0.1 0.2 0.1 -0.03
C 0.544 -1.403 -2.880 0.0 0.2 0.2 -0.18
C 0.179 -0.073 -2.669 0.0 -0.2 -0.1 0.01
C 0.092 0.478 -1.409 0.0 -0.1 0.2 -0.04
C 0.379 -0.310 -0.300 0.1 -0.3 -0.4 -0.14
C 0.765 -1.634 -0.499 -0.1 0.1 0.1 0.05
C 0.850 -2.205 -1.758 0.0 0.0 -0.1 -0.17
O 1.187 -3.513 -1.975 -0.2 0.4 -0.2 -0.08
C 1.694 -4.299 -0.912 0.3 -0.2 0.3 -0.23
C 3.116 -3.918 -0.515 -0.4 0.0 -0.2 -0.06
H 3.475 -4.602 0.249 0.1 -0.1 0.1 0.08
H 3.772 -3.981 -1.380 0.1 0.0 -0.1 0.08
H 3.156 -2.904 -0.125 0.1 0.1 0.1 0.07
H 1.680 -5.316 -1.314 0.0 0.1 0.1 0.13
H 1.022 -4.263 -0.047 0.0 0.0 -0.1 0.12
H 0.991 -2.207 0.387 0.1 -0.1 0.0 0.11
C 0.352 0.167 1.106 -0.1 0.1 0.0 -0.41
O 1.005 -0.364 1.981 0.0 -0.1 0.1 0.08
N -0.485 1.235 1.316 -0.2 0.1 -0.5 0.14
C -0.725 1.939 2.491 0.0 0.2 0.5 -0.21
C -1.666 2.968 2.446 0.0 0.1 0.1 0.04
C -1.937 3.705 3.588 0.7 -0.7 0.3 -0.20
C -1.287 3.429 4.785 -0.1 0.1 0.0 -0.02
C -0.357 2.406 4.820 -0.2 0.1 -0.2 -0.06
C -0.069 1.663 3.690 0.2 -0.2 -0.1 0.00
H 0.655 0.868 3.724 0.0 0.0 0.0 0.10
H 0.154 2.184 5.744 0.0 0.0 0.1 0.11
H -1.521 4.015 5.659 0.0 0.0 0.1 0.10
N -2.876 4.744 3.560 -1.0 1.0 -0.9 -0.05
C -3.525 5.339 2.526 0.3 -0.2 0.5 -0.13
N -4.304 6.270 3.007 -0.2 0.0 -1.1 0.02
N -4.138 6.247 4.325 -0.4 0.6 0.6 -0.04
N -3.305 5.363 4.670 0.7 -0.8 0.8 0.05
H -3.411 5.098 1.492 0.1 -0.1 -0.2 0.11
H -2.181 3.176 1.520 -0.1 0.0 -0.1 0.11
H -1.030 1.536 0.521 0.1 -0.2 0.1 0.13
H -0.155 1.525 -1.316 0.0 0.1 0.0 0.11
H -0.029 0.521 -3.546 0.0 0.1 -0.1 0.12
H 2.068 -3.177 -4.280 -0.2 0.0 0.0 0.13
H 0.415 -3.833 -4.215 0.1 0.1 0.0 0.12
H -0.048 -2.865 -6.469 -0.1 0.0 -0.1 0.08
H 1.593 -2.220 -6.535 0.1 0.1 -0.1 0.08
H 1.333 -3.972 -6.525 0.0 -0.1 -0.1 0.08
```
Forces are in eV/Å.



Entry 2:
This record from OMol25 describes C18H20AsBCrN6O2S4 as an isolated structure. The level of theory is ωB97M-V/def2-TZVPD.

Calculated values
- Energy relative to the best compared isomer or geometry (same formula, charge and spin): 0.000 eV
- DFT total energy: -6074.954040 Eh
- Net charge: -1
- Multiplicity: 2
- HOMO-LUMO gap (spin up / spin down): 5.979 / 5.980 eV
- E_LUMO (spin up / spin down): 1.95 / 1.95 eV
- Highest occupied orbital energy (spin up / spin down): -0.1482 / -0.1481 Eh

```
53
Properties=species:S:1:pos:R:3:forces:R:3:lowdin_charge:R:1
Cr 0.438 -0.008 -1.431 0.3 0.0 -0.2 0.28
O -3.306 3.101 3.616 0.0 0.1 0.0 -0.06
C -2.730 3.816 2.534 0.0 -0.1 0.0 -0.21
C -1.893 2.896 1.693 0.0 0.1 0.0 -0.17
C -0.918 3.429 0.851 0.1 0.0 -0.1 0.00
C -0.247 2.592 -0.008 -0.1 -0.1 0.1 -0.15
N -0.458 1.272 -0.027 0.0 0.0 0.0 -0.06
C -1.356 0.752 0.806 -0.1 -0.1 0.1 -0.26
C -2.102 1.536 1.681 0.0 0.0 -0.1 0.05
C -1.388 -0.724 0.799 0.0 0.1 0.1 -0.28
C -2.130 -1.485 1.695 0.0 0.0 -0.1 0.04
C -1.976 -2.856 1.698 -0.1 -0.1 0.1 -0.18
C -2.736 -3.726 2.663 0.0 0.0 0.0 -0.21
O -2.098 -3.802 3.936 0.0 0.0 0.0 -0.06
C -1.067 -3.422 0.808 0.1 0.0 -0.1 0.01
C -0.379 -2.603 -0.062 -0.1 0.1 0.1 -0.15
N -0.528 -1.277 -0.058 0.0 0.0 0.0 -0.06
H -3.996 3.646 4.002 0.0 0.0 0.0 0.09
H -2.112 4.646 2.893 0.0 0.0 0.0 0.12
H -3.510 4.233 1.887 0.0 0.0 0.0 0.14
H -0.699 4.489 0.836 0.0 0.0 0.0 0.12
H 0.472 2.969 -0.721 0.0 0.0 0.0 0.10
H -2.850 1.095 2.320 0.0 0.0 0.0 0.12
H -2.833 -1.011 2.365 0.0 0.0 0.0 0.13
H -2.863 -4.724 2.231 0.0 0.0 0.0 0.12
H -3.727 -3.313 2.849 0.0 0.0 0.0 0.12
H -1.165 -3.990 3.787 0.0 0.0 0.0 0.09
H -0.917 -4.493 0.761 0.0 0.0 0.0 0.12
H 0.297 -3.002 -0.804 0.0 0.0 0.0 0.09
S -3.246 0.021 -4.933 0.1 0.0 0.0 -0.16
As -2.333 0.007 -3.055 -0.1 0.0 0.2 -0.44
S -0.769 1.560 -2.814 -0.1 0.1 -0.1 0.18
S -0.732 -1.526 -2.874 -0.1 -0.1 -0.1 0.18
S -3.576 -0.033 -1.317 0.1 0.0 -0.2 -0.04
B 4.181 0.040 -1.550 0.0 0.0 0.1 -0.41
N 3.369 -0.013 -0.214 -0.1 -0.1 -0.1 -0.06
C 4.000 -0.013 0.957 0.1 0.0 0.0 -0.10
C 3.067 -0.080 1.979 0.1 0.0 -0.1 -0.05
C 1.856 -0.115 1.311 -0.1 0.0 0.0 -0.14
N 2.032 -0.080 -0.021 0.2 0.1 0.1 -0.01
N 3.282 0.020 -2.811 -0.1 0.0 0.1 -0.07
C 3.830 0.008 -4.024 0.1 0.0 0.0 -0.11
C 2.829 0.038 -4.979 0.0 0.0 0.0 -0.05
C 1.659 0.064 -4.239 -0.1 0.1 0.1 -0.22
N 1.925 0.063 -2.924 0.2 -0.1 -0.1 -0.08
H 4.912 -0.931 -1.575 0.0 0.0 0.0 0.07
H 4.837 1.063 -1.534 -0.1 0.0 0.0 0.07
H 5.077 0.034 0.978 0.0 0.0 0.0 0.12
H 3.243 -0.096 3.040 0.0 0.0 0.0 0.09
H 0.867 -0.163 1.728 0.0 0.0 0.0 0.10
H 4.904 -0.020 -4.121 0.0 0.0 0.0 0.12
H 2.932 0.033 -6.050 0.0 0.0 0.0 0.09
H 0.634 0.082 -4.561 0.0 0.0 -0.1 0.04
```
Forces are in eV/Å.



Entry 3:
This record from OMol25 describes C18H20BN3O8P2Rh as an isolated structure. The level of theory is ωB97M-V/def2-TZVPD.

Calculated values
- Energy relative to the best compared isomer or geometry (same formula, charge and spin): 0.000 eV
- DFT total energy: -2282.376031 Eh
- Net charge: +1
- Multiplicity: 1
- HOMO-LUMO gap: 7.424 eV
- E_LUMO: -3.99 eV
- Highest occupied orbital energy: -0.4195 Eh

```
53
Properties=species:S:1:pos:R:3:forces:R:3:lowdin_charge:R:1
Rh 0.580 0.734 0.319 -0.1 0.1 0.0 1.18
N -2.934 -0.825 -1.150 0.0 0.0 0.0 0.18
C -2.813 -0.482 0.322 0.0 0.0 0.0 -0.49
C -4.134 -0.876 0.983 0.0 0.0 0.0 -0.07
P -1.463 -1.579 0.918 0.1 0.0 0.0 0.35
O -1.371 -1.260 2.482 0.0 0.0 0.0 -0.11
O -1.858 -2.957 0.592 0.0 0.0 0.0 -0.25
O -0.152 -1.089 0.277 -0.1 -0.1 0.0 -0.36
P -2.640 1.364 0.313 0.0 0.0 0.0 0.34
O -3.061 1.802 1.796 0.0 0.0 0.0 -0.12
O -3.595 1.808 -0.721 0.0 0.0 0.0 -0.26
O -1.171 1.729 0.193 0.0 -0.1 0.1 -0.38
H -3.146 -1.822 -1.246 0.0 0.0 0.0 0.16
H -2.055 -0.616 -1.661 0.0 0.0 0.0 0.12
H -3.668 -0.226 -1.547 0.0 0.0 0.0 0.15
H -4.319 -1.944 0.858 0.0 0.0 0.0 0.09
H -4.962 -0.310 0.553 0.0 0.0 0.0 0.09
H -4.091 -0.657 2.048 0.0 0.0 0.0 0.09
H -1.758 -1.970 3.011 0.0 0.0 0.0 0.10
H -3.947 2.189 1.809 0.0 0.0 0.0 0.10
C 0.209 1.344 4.779 0.0 0.0 0.0 -0.02
C 1.299 0.620 5.229 0.0 0.0 0.0 -0.02
C 2.160 0.038 4.311 0.0 0.0 0.0 0.01
C 1.903 0.201 2.958 0.0 0.0 0.0 -0.19
N 0.841 0.898 2.534 0.0 0.0 0.0 0.02
C 0.013 1.453 3.413 0.0 0.0 0.0 -0.09
C 2.774 -0.360 1.889 0.0 0.0 0.0 -0.16
C 3.937 -1.057 2.171 0.0 0.0 0.0 0.02
C 4.725 -1.536 1.138 0.0 0.0 0.0 -0.02
C 4.336 -1.297 -0.167 0.0 0.0 0.0 -0.01
C 3.165 -0.600 -0.389 0.0 0.0 0.0 -0.06
N 2.397 -0.146 0.608 0.0 0.0 0.0 -0.02
H -0.480 1.813 5.465 0.0 0.0 0.0 0.12
H 1.483 0.506 6.289 0.0 0.0 0.0 0.12
H 3.009 -0.529 4.658 0.0 0.0 0.0 0.11
H -0.834 1.987 2.999 0.0 0.0 0.0 0.11
H 4.233 -1.226 3.194 0.0 0.0 0.0 0.11
H 5.631 -2.085 1.354 0.0 0.0 0.0 0.12
H 4.918 -1.642 -1.008 0.0 0.0 0.0 0.12
H 2.827 -0.386 -1.392 0.0 0.0 0.0 0.11
O 1.420 1.215 -2.504 0.0 0.0 0.0 0.15
B 0.476 0.644 -1.668 0.1 -0.1 0.0 -0.55
O -0.554 0.062 -2.416 0.0 0.0 0.0 0.10
C -0.239 0.322 -3.747 0.0 0.0 0.0 -0.18
C -0.935 -0.025 -4.879 0.0 0.0 0.0 0.01
C -0.374 0.372 -6.091 0.0 0.0 0.0 -0.07
C 0.824 1.076 -6.141 0.0 0.0 0.0 -0.07
C 1.518 1.417 -4.981 0.0 0.0 0.0 0.02
C 0.952 1.019 -3.794 0.0 0.0 0.0 -0.19
H -1.866 -0.574 -4.837 0.0 0.0 0.0 0.12
H -0.883 0.126 -7.013 0.0 0.0 0.0 0.11
H 1.227 1.368 -7.101 0.0 0.0 0.0 0.11
H 2.448 1.967 -5.008 0.0 0.0 0.0 0.13
```
Forces are in eV/Å.



Entry 4:
This record from OMol25 describes C18H20Cl3CuN3S5Si as an isolated structure. The level of theory is ωB97M-V/def2-TZVPD.

Calculated values
- DFT total energy: -6163.739387 Eh
- Net charge: -2
- Multiplicity: 2
- HOMO-LUMO gap (spin up / spin down): 4.651 / 4.373 eV
- E_LUMO (spin up / spin down): 3.73 / 3.73 eV
- Highest occupied orbital energy (spin up / spin down): -0.0337 / -0.0235 Eh

```
51
Properties=species:S:1:pos:R:3:forces:R:3:lowdin_charge:R:1
Cu 0.264 -1.855 0.075 0.3 0.3 0.2 0.03
C 3.237 0.773 0.551 0.1 0.1 0.0 -0.15
C 2.809 2.131 0.525 0.0 0.0 0.0 -0.15
C 1.713 2.768 0.050 0.0 0.0 0.1 -0.16
C 0.562 2.227 -0.729 0.0 0.0 -0.1 -0.56
N 1.564 -0.442 -0.799 0.4 0.0 0.0 -0.45
C 2.623 -0.329 0.015 -0.1 -0.1 0.0 -0.33
C -0.705 1.706 0.001 0.1 0.0 0.0 -0.25
C -1.547 2.593 0.673 0.0 0.0 0.1 -0.03
C -2.689 2.113 1.287 0.0 0.0 0.0 -0.07
C -2.984 0.763 1.200 0.0 0.1 0.0 -0.07
C -2.118 -0.037 0.479 -0.1 0.0 0.0 -0.18
N -1.016 0.426 -0.106 0.0 0.0 0.0 0.08
H 4.110 0.572 1.162 0.0 0.0 0.0 0.07
H 3.520 2.810 0.995 0.0 0.0 0.0 0.09
H 1.792 3.843 0.054 0.0 0.1 0.0 0.04
H 2.991 -1.300 0.357 0.0 0.0 0.0 0.09
H -1.344 3.650 0.697 0.0 0.1 0.0 0.07
H -3.339 2.792 1.825 0.0 0.0 0.0 0.10
H -3.852 0.334 1.680 0.0 0.0 0.0 0.10
H -2.289 -1.104 0.373 0.0 0.0 -0.1 0.09
Cl 0.540 0.416 3.408 -0.1 -0.1 -0.1 0.01
Si 0.201 -1.486 2.380 0.0 -0.1 0.2 -0.43
Cl -1.682 -2.006 3.395 0.1 0.0 0.0 -0.01
Cl 1.538 -2.742 3.567 -0.1 0.1 0.0 -0.03
C 0.587 5.258 1.512 0.1 -0.1 0.0 -0.40
S 0.066 5.875 -0.114 0.0 0.0 0.0 0.81
C -0.108 4.659 -1.415 0.0 -0.2 0.0 -0.87
C 0.054 3.335 -1.642 0.0 0.2 0.0 -0.56
S 1.238 0.829 -1.819 -0.1 0.0 0.0 0.88
S -0.504 2.782 -3.218 0.0 -0.1 0.0 0.95
C -1.001 4.285 -3.859 -0.1 0.0 -0.1 -1.52
S -1.630 4.504 -5.380 0.0 0.0 0.1 0.44
S -0.802 5.573 -2.748 0.0 0.1 0.0 0.86
H 0.143 5.977 2.201 0.0 0.0 0.0 0.03
H 1.670 5.274 1.604 0.0 0.0 0.0 0.03
H 0.231 4.263 1.748 0.0 -0.1 0.0 0.03
C -0.955 -5.331 -1.971 0.0 0.0 0.0 -0.10
C -0.328 -4.656 -0.735 0.1 0.0 0.1 -0.81
C -0.995 -5.225 0.531 0.0 0.0 0.0 -0.08
C 1.176 -5.006 -0.693 0.0 0.0 0.0 -0.09
N -0.573 -3.259 -0.752 -0.5 -0.2 -0.3 -0.05
H -0.800 -6.416 -1.976 0.0 -0.1 0.0 0.06
H -0.513 -4.914 -2.879 0.0 0.0 0.0 0.06
H -2.025 -5.119 -1.993 0.0 0.0 0.0 0.06
H -0.868 -6.312 0.587 0.0 0.0 0.0 0.07
H -2.061 -4.990 0.525 0.0 0.0 0.0 0.07
H -0.555 -4.771 1.420 0.0 0.0 0.0 0.06
H 1.360 -6.088 -0.715 0.0 -0.1 0.0 0.06
H 1.617 -4.589 0.214 0.0 0.0 0.0 0.06
H 1.677 -4.551 -1.551 0.0 0.0 0.0 0.07
```
Forces are in eV/Å.



Question: Which value of DFT total energy does entry 4 give?
Answer: -6163.739387 Eh



Question: Which value of DFT total energy does entry 4 give?
Answer: -6163.739387 Eh



Question: The highest DFT total energy belongs to which entry?
Answer: C18H19N5O3



Question: DFT total energy of number 2 (C18H20AsBCrN6O2S4)?
Answer: -6074.954040 Eh